1.
67
Properties=species:S:1:pos:R:3:lowdin_spin:R:1 method="wB97M-V/def2-TZVPD" charge=-2 spin_multiplicity=2 lumo_energy_ev="3.89 / 3.88" relative_energy_kj_mol=86.0 orbital_gap_ev="2.85 / 6.82"
Hg 1.35822 0.08023 -0.41054 0.00
Br 7.01109 -1.87235 -3.52452 0.00
S 2.72802 -0.21531 2.75230 0.00
F 0.27269 3.92603 -1.31115 0.00
F 2.13055 2.64700 -0.43984 0.00
F 0.74678 3.96634 0.93795 0.00
F 2.20867 4.97901 -0.56670 0.00
O 1.96450 -1.39291 2.36650 0.00
O 4.13816 -0.35679 2.78778 0.00
O 2.25970 0.90714 1.88825 0.00
N -1.18071 -1.87419 -3.78983 0.09
N -0.87870 0.97330 2.90435 0.00
N -0.66605 -1.68092 2.48608 0.00
C -0.25097 -0.99910 -4.54288 0.09
C -3.35426 0.90687 2.93644 0.00
C 5.29261 -1.91510 -1.18391 0.00
C -1.44105 -0.31370 -1.77505 0.00
C 3.89962 0.39259 -1.82272 0.00
C 4.05435 -1.61310 -0.60424 0.00
C -0.93677 2.27470 2.99047 0.00
C 3.33359 -0.48414 -0.94144 0.00
C -2.02107 0.30181 2.83320 0.00
C -3.39389 1.09859 -1.26514 0.00
C -3.34646 2.30419 3.12666 0.00
C 5.04591 0.02786 -2.56330 0.00
C -1.19462 1.75541 -0.49161 0.00
C -0.63983 0.63449 -1.05191 0.00
C -1.91414 -1.10841 2.54196 0.00
C -1.00020 -1.67430 -2.29820 0.03
C -4.36955 -1.24813 2.48261 0.00
C -2.56524 2.05554 -0.68934 0.00
C -2.11657 3.02351 3.12230 0.00
C -2.83479 -0.11089 -1.70212 0.04
C -4.51172 0.10344 2.76046 0.00
C 2.25552 0.26362 4.45999 0.00
C 5.71146 -1.18162 -2.31964 0.00
C -0.81063 -3.29162 -4.05307 0.23
C -3.11117 -1.82796 2.43016 0.00
B 1.36483 3.91533 -0.36490 0.00
H 5.84114 -2.77061 -0.88230 0.00
H -0.50819 -2.64413 2.37586 0.00
H -0.94738 -3.52008 -5.09657 0.09
H 0.25461 -3.35247 -3.83296 0.00
H -3.08846 -2.87821 2.21245 0.00
H -2.00188 4.10631 3.16400 0.00
H -3.55406 -0.85876 -2.05446 0.04
H 5.19666 0.67004 -3.39113 0.00
H -4.23539 2.90016 3.19347 0.00
H 0.76977 -1.39975 -4.60742 0.01
H -1.59091 -2.41869 -1.74998 0.02
H 1.47245 -0.32560 4.91316 0.00
H -0.12189 -0.04988 -3.98155 0.00
H -5.22730 -1.82117 2.30705 0.00
H 3.54901 -2.29332 0.12287 0.00
H -2.17614 -1.69014 -4.11031 0.20
H 3.11474 0.22186 5.12645 0.00
H -2.95738 3.01298 -0.30412 0.00
H 1.80367 1.26543 4.35973 0.00
H -4.46473 1.26399 -1.30134 0.00
H -5.48721 0.56836 2.79680 0.00
H -0.63377 -0.90029 -5.57492 0.07
H -1.33612 -3.93628 -3.38065 0.05
H -0.60033 2.39568 0.13011 0.00
H 3.46787 1.38149 -1.99814 0.00
H 0.19688 -1.18422 2.58326 0.00
H 0.00713 2.82541 3.00259 0.00
H 0.01934 -1.94460 -2.11735 0.00

***

2.
104
Properties=species:S:1:pos:R:3:mulliken_charge:R:1 method="wB97M-V/def2-TZVPD" charge=0 lumo_energy_ev=-0.90 relative_energy_kj_mol=1147.8 orbital_gap_ev=8.22
Br 4.60993 -5.35148 1.57182 0.05
Br -5.40990 -5.05218 -6.05687 -0.03
Br 1.58294 2.29566 6.06260 0.01
Br 5.41102 -2.23962 1.81473 -0.03
Br -3.51572 1.68287 3.19236 0.07
Br -1.11770 7.74475 4.41915 -0.04
Br 2.54319 5.07192 -4.36369 0.02
Br 2.45668 0.07544 8.22874 -0.03
Br -9.30045 5.99254 -7.62347 -0.01
Br 1.05781 0.50358 -5.54014 -0.03
Br 6.99355 -9.17808 5.07210 -0.01
Br -1.99067 -0.24340 -4.80957 0.04
Br 2.36635 5.17484 -1.14763 -0.04
Br -5.57448 -2.21255 -4.54230 0.02
Br -1.99067 -4.69724 -3.89418 0.06
Br 0.95698 6.01490 6.17635 -0.01
Br -0.97279 -0.43111 -7.86131 -0.04
Br 3.93856 5.49950 9.50809 -0.06
Br -6.51525 9.11732 -6.22116 0.01
Br 7.36214 -6.48738 3.33743 0.00
Br -4.14333 4.33397 4.91360 -0.02
Br 3.54392 -3.60273 4.05987 0.11
Br -6.71768 4.70599 -6.18855 0.01
Br 2.53093 2.33522 -2.66220 0.04
Br -0.97279 -4.88495 -6.94592 -0.03
Br -5.44923 7.36856 -8.70920 -0.02
Br 0.80575 10.24523 -6.76927 -0.03
Br 2.75295 2.85127 10.91010 -0.01
Br 1.05781 -3.95027 -4.62475 -0.07
Br -5.39765 -2.31547 -7.75837 -0.04
Br -1.30913 8.07662 -5.66979 0.02
Br -4.64814 10.48043 -8.46630 -0.03
Br 3.99743 -3.31452 8.12119 -0.01
Br -0.55415 0.10903 7.08060 0.00
Br -8.83087 6.42246 -4.46444 -0.02
Br 6.28412 -9.17764 1.92859 -0.04
Br 5.48774 2.68919 9.21316 0.00
Br 0.53953 5.34255 3.05247 0.05
Br 4.24153 -6.17086 9.59300 -0.03
Br 1.59215 7.12093 -6.69644 -0.05
Br 4.62505 -5.96563 6.39994 0.00
Br -3.89924 1.47764 6.38541 -0.04
S -3.88150 -3.38493 -1.17431 -0.02
S 0.64452 -1.03001 2.24887 0.83
O 0.53505 0.49362 2.00439 -0.57
O 1.20890 -1.18595 3.71547 -0.51
O -2.45544 -0.90280 -0.06753 0.06
N 3.51187 1.33750 -0.39175 -0.59
N 4.05495 -2.78339 -1.73414 -0.62
N -4.21532 -0.53647 -1.70334 -0.18
N -3.71128 0.74153 -1.39613 -0.39
C 4.98379 -3.87351 2.78013 -0.25
C 1.17017 -0.35725 -1.03026 0.03
C 1.84139 -1.94030 1.13934 -0.38
C -2.59910 0.55785 -0.38133 -0.19
C -5.07538 8.84653 -7.50090 0.16
C 2.94368 -2.29837 -1.22939 -0.39
C 3.76158 3.56489 9.40757 0.24
C 1.31822 0.47817 6.70365 0.09
C 0.39541 -2.93855 -1.00069 -0.36
C 7.41409 -8.43194 3.32547 -0.30
C -0.28964 6.00440 4.68303 0.10
C -0.48259 -5.05142 -5.07079 -0.44
C 2.41908 0.71710 -0.74090 0.07
C 1.51811 -1.87263 -0.46347 1.34
C 4.84495 -5.06546 8.11039 -0.35
C -1.44750 -4.91862 -0.44432 -0.09
C 3.04709 4.21050 -2.69386 -0.42
C -3.44758 -1.57954 -0.91898 0.23
C -2.97617 -4.51244 0.01535 -0.62
C 0.56990 8.54526 -5.85348 -0.32
C -3.29582 2.58304 4.90281 -0.06
C -0.48259 -0.59757 -5.98618 0.14
C -4.89375 -3.17689 -6.08854 0.07
C -0.40333 -3.76387 0.16763 0.25
C -8.57865 5.23425 -5.98387 -0.33
H -0.34759 -2.34119 -1.69735 0.19
H 1.08573 -0.39465 -2.21606 0.60
H -1.09143 5.30461 4.94079 -0.12
H 5.91863 -4.90184 8.24987 0.37
H 5.87476 -4.14772 3.35460 0.21
H -3.60105 -5.52837 0.05321 0.35
H 3.18675 3.34302 8.50238 -0.19
H -0.18834 -1.63974 -5.82393 -0.14
H 0.20677 0.11603 -0.56359 -0.24
H -2.99951 -4.06196 1.09651 0.31
H -1.16763 -5.91621 0.13958 0.34
H -1.10178 -2.99131 0.71889 -0.45
H 8.44383 -8.72285 3.09304 0.35
H -2.22214 2.74666 5.04228 0.02
H 2.90356 -1.41610 1.28826 0.13
H -0.65845 -1.54966 2.29077 0.12
H 0.90106 -3.75902 -1.70507 0.16
H 0.27140 -4.25663 0.98541 0.22
H 4.14003 4.24234 -2.63479 0.42
H 2.00072 -3.05103 1.54032 0.16
H 1.61973 -0.19377 5.89332 -0.01
H -9.14861 4.32288 -5.77512 0.35
H -3.80080 -3.14505 -6.02946 -0.05
H -1.31275 -5.09344 -1.59333 -0.24
H -4.18441 8.57233 -6.92643 -0.13
H -0.18834 -6.09359 -4.90855 0.50
H 0.96891 8.66928 -4.84134 0.35
H -1.88442 1.31700 0.15013 0.43

***

3.
71
Properties=species:S:1:pos:R:3:mulliken_charge:R:1 method="wB97M-V/def2-TZVPD" charge=0 lumo_energy_ev=-1.29 orbital_gap_ev=6.67
Br -3.07282 -1.25948 3.38287 -0.13
S -0.01340 5.99992 -1.07377 -0.22
S -3.61206 2.45080 0.31606 0.55
F 1.67807 2.46808 -0.29183 -0.38
F 4.18145 -2.71410 -2.64542 -0.26
F 1.10074 0.95867 -1.84705 -0.44
F 6.16087 -1.78524 -1.95828 -0.25
F 5.47026 -3.74871 -0.96159 -0.24
O -2.43081 2.28014 -0.88039 -0.50
O -2.87372 -2.15269 -2.25517 -0.58
O -3.11420 1.19610 1.37712 -0.38
O 2.18404 4.75570 -2.64085 -0.30
O -0.46647 -3.63137 -0.48820 -0.61
O -5.00005 2.20599 -0.20906 -0.56
N -1.28801 -0.43111 -1.33765 -0.92
N 0.20761 4.11244 -3.39946 -0.19
N 2.36269 -4.07709 0.02227 -0.45
N 1.14831 3.50552 -4.17771 -0.47
C 1.51883 -3.11854 0.80284 -0.68
C 2.87697 0.24685 1.60019 -0.07
C -0.36288 1.15139 0.28897 1.42
C -1.53331 5.09413 -0.40013 -0.50
C 5.01588 -2.51409 -1.50110 0.70
C 3.04412 -0.70246 -0.84855 -0.50
C 1.06986 1.12054 -0.39595 0.44
C -5.11088 -2.74360 -0.00687 -1.22
C -0.55805 1.02264 3.04775 -1.20
C 4.28388 -1.57781 -0.39768 0.14
C -3.68326 -2.61996 0.79361 0.07
C 2.26087 0.24145 0.16055 0.39
C -2.81265 -0.02779 0.58792 -0.64
C -0.97704 3.82486 0.48199 -0.57
C -2.04926 -1.30610 -1.84378 0.69
C -1.08783 2.47393 -0.38254 0.31
C -3.55610 -1.15932 1.43780 -1.45
C 2.46903 3.90622 -3.73812 0.06
C -0.48199 -1.42741 0.84957 -0.45
C -1.28181 -0.21787 0.14514 2.44
C 4.10091 -0.62282 2.06117 -0.83
C -0.06667 1.58472 1.80861 -0.81
C 4.83837 -1.56974 1.06700 -0.70
C 0.33321 -2.44458 -0.10116 -0.45
C 0.78948 4.95093 -2.35763 0.66
H -0.13386 0.09981 3.59330 0.21
H -5.87581 -3.20583 0.71819 0.35
H 5.71912 -2.24827 1.32378 0.36
H 2.11411 -2.35718 1.40818 0.13
H -2.79305 -2.99648 0.19393 -0.06
H 0.70701 -2.01007 -1.08432 0.75
H 4.50843 -0.58933 3.14255 0.30
H 2.43418 0.92766 2.39940 0.37
H 3.47904 3.60994 -4.18861 0.33
H -1.11188 -2.13598 1.49683 0.78
H 0.34279 -1.06881 1.59010 -0.35
H 0.11352 4.13147 0.73431 0.45
H -4.93772 -3.41426 -0.93055 0.28
H -4.65916 -0.78646 1.49153 0.75
H -3.56287 0.11966 -0.29451 0.81
H 1.80199 -4.81197 -0.43300 0.21
H -1.52840 3.85399 1.47809 0.41
H -3.80078 -3.35894 1.68353 0.47
H -0.23004 -3.86435 -1.41941 0.41
H -5.41523 -1.70340 -0.38372 0.29
H 0.94038 -3.76437 1.58297 0.45
H -1.43984 1.56541 3.56320 0.17
H -2.19623 5.80071 0.20503 0.41
H 0.74676 2.39525 1.99922 0.64
H -2.11563 4.77000 -1.32891 0.34
H -0.52138 2.75576 -1.36352 -0.83
H 2.97652 -4.59537 0.68367 0.23
H 2.77580 -0.81774 -1.95273 0.38